# 1
21
Properties=species:S:1:pos:R:3:nbo_charge:R:1 method="wB97M-V/def2-TZVPD" e_above_lowest_kcal_mol=99.12 homo_ev=-9.97 smiles=CCCCC.C#C
C 0.248 -2.626 -0.479 -0.229
C -0.873 -2.553 -0.052 -0.234
C 2.141 0.834 -1.362 -0.610
C 1.486 0.543 0.018 -0.384
C 0.024 0.773 -0.084 -0.413
C -0.715 0.557 1.141 -0.426
C -2.297 0.503 0.957 -0.614
H 1.017 -2.559 -1.176 0.232
H -1.864 -2.542 0.317 0.234
H 1.689 0.075 -2.005 0.200
H 1.743 1.769 -1.735 0.204
H 3.307 0.906 -1.311 0.216
H 1.872 1.235 0.813 0.191
H 1.623 -0.493 0.408 0.199
H -0.096 1.753 -0.537 0.183
H -0.328 0.159 -0.918 0.197
H -0.346 0.956 2.067 0.215
H -0.541 -0.628 1.067 0.221
H -2.503 -0.587 0.530 0.195
H -2.791 0.495 2.008 0.212
H -2.797 1.430 0.334 0.211

# 2
21
Properties=species:S:1:pos:R:3:nbo_charge:R:1 method="wB97M-V/def2-TZVPD" e_above_lowest_kcal_mol=28.21 homo_ev=-9.37 smiles=C[C@@H]1[C@H](C)C1(C)C
C -1.663 -1.047 -0.202 -0.614
C -0.506 -0.297 -0.840 -0.232
C -0.161 1.042 -0.225 -0.222
C -1.191 1.852 0.549 -0.612
C 0.748 -0.185 -0.023 -0.041
C 0.957 -1.080 1.178 -0.610
C 1.997 -0.044 -0.892 -0.595
H -1.442 -2.120 -0.141 0.210
H -2.592 -0.923 -0.767 0.214
H -1.859 -0.708 0.820 0.206
H -0.388 -0.490 -1.907 0.203
H 0.481 1.725 -0.754 0.209
H -2.014 2.135 -0.130 0.212
H -0.746 2.793 0.887 0.213
H -1.641 1.352 1.407 0.205
H 1.877 -0.822 1.713 0.212
H 1.065 -2.119 0.831 0.207
H 0.127 -1.053 1.888 0.214
H 1.804 0.638 -1.729 0.206
H 2.854 0.356 -0.336 0.206
H 2.291 -1.006 -1.329 0.206

# 3
21
Properties=species:S:1:pos:R:3:nbo_charge:R:1 method="wB97M-V/def2-TZVPD" e_above_lowest_kcal_mol=102.55 homo_ev=-8.62
C 0.698 -1.809 -0.064 -0.686
C 1.232 -0.585 0.681 -0.108
C 1.829 0.326 -0.382 -0.654
C -0.170 0.576 1.528 -0.436
C -1.319 0.352 0.599 -0.183
C -1.731 1.288 -0.455 -0.444
C -1.161 0.103 -1.115 -0.490
H 1.293 -2.198 -0.911 0.213
H 0.395 -2.659 0.557 0.209
H -0.153 -1.320 -0.592 0.256
H 1.797 -0.787 1.568 0.196
H 2.392 -0.142 -1.210 0.210
H 0.936 0.692 -0.868 0.212
H 2.395 1.160 0.022 0.210
H -0.451 0.388 2.604 0.215
H 0.159 1.639 1.559 0.199
H -2.088 -0.293 1.044 0.220
H -2.771 1.457 -0.639 0.208
H -1.066 2.146 -0.503 0.208
H -0.411 0.333 -1.890 0.224
H -1.805 -0.668 -1.534 0.218